Entry from the Open Molecules 2025 dataset: a cluster of 9 separate species, C30H55N7O6 in total in a non-equilibrium geometry (the ωB97M-V functional and the def2-TZVPD basis).

Positions of all 98 atoms, in Å:
C -2.630 -7.626 -2.854
C -3.964 -7.771 -3.546
O -4.974 -7.131 -3.219
C -3.992 -8.939 -4.526
H -2.119 -6.755 -3.262
H -1.983 -8.503 -2.837
H -2.835 -7.450 -1.799
H -2.937 -9.049 -4.778
H -4.497 -8.601 -5.431
H -4.382 -9.838 -4.050
C -11.152 -9.790 -1.989
C -11.813 -10.329 -3.280
O -13.052 -10.512 -3.325
C -10.907 -10.565 -4.480
H -11.965 -9.358 -1.405
H -10.324 -9.095 -2.126
H -10.763 -10.603 -1.376
H -11.063 -11.483 -5.046
H -9.864 -10.580 -4.164
H -11.069 -9.743 -5.178
C -9.116 -12.372 0.925
C -8.330 -11.838 -0.271
O -7.756 -12.623 -1.011
N -8.289 -10.498 -0.342
C -7.524 -9.820 -1.387
H -8.803 -11.943 1.877
H -8.936 -13.441 1.042
H -10.199 -12.337 0.805
H -8.741 -9.892 0.327
H -7.978 -8.858 -1.627
H -7.257 -10.460 -2.228
H -6.565 -9.544 -0.949
C -7.844 -3.497 -1.318
C -9.053 -3.128 -0.436
O -9.038 -3.137 0.785
N -10.204 -2.783 -0.957
C -10.663 -2.843 -2.355
H -7.888 -3.199 -2.365
H -7.671 -4.573 -1.322
H -6.915 -3.119 -0.891
H -10.834 -2.387 -0.275
H -10.419 -1.883 -2.810
H -11.750 -2.763 -2.353
H -10.262 -3.612 -3.015
C -7.435 -2.151 -6.215
C -6.384 -3.089 -5.732
O -5.808 -2.791 -4.660
N -6.105 -4.190 -6.463
C -4.839 -4.917 -6.390
H -7.073 -1.130 -6.335
H -8.211 -2.133 -5.449
H -7.832 -2.573 -7.139
H -6.602 -4.426 -7.310
H -4.951 -5.982 -6.184
H -4.130 -4.414 -5.733
H -4.315 -4.853 -7.344
C -5.179 -11.612 -7.680
C -5.973 -10.398 -7.319
O -5.833 -9.383 -7.946
N -6.781 -10.494 -6.283
C -7.506 -9.469 -5.618
H -5.636 -12.278 -8.413
H -4.901 -12.182 -6.794
H -4.257 -11.295 -8.167
H -6.975 -11.454 -6.036
H -8.509 -9.388 -6.037
H -6.948 -8.533 -5.636
H -7.678 -9.752 -4.580
N -10.563 -12.142 -8.209
C -9.912 -10.948 -8.151
C -10.876 -10.007 -7.799
C -12.089 -10.643 -7.580
C -11.927 -11.941 -7.950
H -10.098 -12.945 -8.608
H -8.877 -10.884 -8.452
H -10.683 -8.956 -7.641
H -12.993 -10.122 -7.303
H -12.700 -12.688 -8.052
N -8.024 -6.098 -4.119
C -8.539 -6.214 -5.376
C -9.772 -6.789 -5.300
C -10.103 -6.894 -3.952
C -9.032 -6.412 -3.203
H -7.111 -5.703 -3.945
H -7.929 -5.916 -6.216
H -10.369 -7.116 -6.138
H -11.007 -7.235 -3.469
H -8.877 -6.295 -2.141
N -6.830 -7.208 -9.209
C -6.542 -5.996 -9.835
C -7.672 -5.192 -9.740
C -8.614 -5.828 -9.020
C -8.054 -7.019 -8.597
H -6.191 -7.961 -9.000
H -5.576 -5.946 -10.316
H -7.840 -4.283 -10.300
H -9.592 -5.437 -8.780
H -8.430 -7.810 -7.966

Its spin multiplicity is 2. Its HOMO energy (spin up / spin down) is -10.72 / -10.72 eV. The expectation value of S² is 0.762. The frontier orbital gap (spin up / spin down) comes out at 7.465 / 3.431 eV. The charge is +1.

Calculated atomic charges, method Löwdin, unit e: number 1, C, carries -0.0225; number 2, C, carries -0.4611; number 3, O, carries 0.0270; number 4, C, carries -0.0149; number 5, H, carries 0.0956; number 6, H, carries 0.0841; number 7, H, carries 0.0898; number 8, H, carries 0.0750; number 9, H, carries 0.0591; number 10, H, carries 0.0998; number 11, C, carries -0.0200; number 12, C, carries -0.4123; number 13, O, carries 0.0355; number 14, C, carries -0.0184; number 15, H, carries 0.0862; number 16, H, carries 0.0439; number 17, H, carries 0.0678; number 18, H, carries 0.0850; number 19, H, carries 0.0598; number 20, H, carries 0.0615; number 21, C, carries -0.0065; number 22, C, carries -0.5685; number 23, O, carries 0.0374; number 24, N, carries 0.0050; number 25, C, carries -0.0667; number 26, H, carries 0.0797; number 27, H, carries 0.0803; number 28, H, carries 0.0762; number 29, H, carries 0.1448; number 30, H, carries 0.0623; number 31, H, carries 0.0722; number 32, H, carries 0.0825; number 33, C, carries 0.0145; number 34, C, carries -0.5661; number 35, O, carries 0.0241; number 36, N, carries 0.0149; number 37, C, carries -0.0619; number 38, H, carries 0.0574; number 39, H, carries 0.0573; number 40, H, carries 0.0887; number 41, H, carries 0.1483; number 42, H, carries 0.0722; number 43, H, carries 0.0827; number 44, H, carries 0.0664; number 45, C, carries 0.0085; number 46, C, carries -0.5408; number 47, O, carries 0.0219; number 48, N, carries 0.0032; number 49, C, carries -0.0550; number 50, H, carries 0.0998; number 51, H, carries 0.0864; number 52, H, carries 0.0653; number 53, H, carries 0.0878; number 54, H, carries 0.0667; number 55, H, carries 0.0949; number 56, H, carries 0.0762; number 57, C, carries 0.0167; number 58, C, carries -0.5909; number 59, O, carries 0.0154; number 60, N, carries 0.0341; number 61, C, carries -0.0589; number 62, H, carries 0.0915; number 63, H, carries 0.0892; number 64, H, carries 0.0922; number 65, H, carries 0.1540; number 66, H, carries 0.0603; number 67, H, carries 0.0785; number 68, H, carries 0.0819; number 69, N, carries 0.0199; number 70, C, carries -0.1446; number 71, C, carries -0.1573; number 72, C, carries -0.1288; number 73, C, carries -0.0962; number 74, H, carries 0.1484; number 75, H, carries 0.0987; number 76, H, carries 0.0665; number 77, H, carries 0.1149; number 78, H, carries 0.1159; number 79, N, carries 0.0604; number 80, C, carries -0.1803; number 81, C, carries -0.1275; number 82, C, carries -0.1028; number 83, C, carries -0.0977; number 84, H, carries 0.1298; number 85, H, carries 0.0730; number 86, H, carries 0.0839; number 87, H, carries 0.1000; number 88, H, carries 0.1052; number 89, N, carries 0.1352; number 90, C, carries 0.0556; number 91, C, carries -0.0333; number 92, C, carries -0.0138; number 93, C, carries 0.0183; number 94, H, carries 0.1063; number 95, H, carries 0.1516; number 96, H, carries 0.1362; number 97, H, carries 0.1427; number 98, H, carries 0.1231